Entry from the Open Molecules 2025 dataset: a cluster of 8 separate species, C28H72F8N7O19PS8 in total in a non-equilibrium geometry (wB97M-V/def2-TZVPD).

XYZ file:
```
143
C28H72F8N7O19PS8, DFT wB97M-V/def2-TZVPD
C 3.17050 -2.77129 0.60485
C 1.68277 -2.67385 0.78387
C 1.11345 -3.07515 2.13721
O -0.30569 -3.18809 2.05264
C -0.88782 -3.49441 3.28427
N 1.28214 -1.23120 0.55732
H 1.40837 -0.78333 -0.36183
H 0.25586 -1.07633 0.56263
H 1.60725 -0.67024 1.36263
H 3.68649 -2.17244 1.36283
H 3.50669 -2.32601 -0.33301
H 3.48625 -3.81166 0.62967
H 1.13301 -3.25880 0.04513
H 1.34431 -2.35019 2.92203
H 1.51118 -4.05936 2.40011
H -1.20265 -2.57438 3.79524
H -0.29262 -4.13037 3.94696
H -1.81845 -4.04445 3.12586
C -2.86144 -3.26907 -2.21075
C -1.96061 -2.92687 -1.03600
C -2.58761 -1.93744 -0.05824
O -1.61437 -1.26431 0.70332
C -2.11593 -0.19715 1.47731
N -1.49897 -4.19816 -0.36919
H -2.27754 -4.87305 -0.21574
H -0.90540 -4.82173 -0.96057
H -1.03629 -4.05329 0.53113
H -2.77875 -2.45744 -2.93677
H -3.90941 -3.34918 -1.92554
H -2.53229 -4.14102 -2.77460
H -1.04390 -2.45899 -1.40216
H -3.31470 -2.44471 0.59622
H -3.18588 -1.19908 -0.60351
H -1.23081 0.20692 1.96975
H -2.73952 -0.58491 2.29656
H -2.71340 0.58638 1.00605
C -3.10369 -3.81115 5.99830
C -2.98727 -4.89141 7.03143
C -1.86058 -5.92336 6.87330
O -1.93429 -6.67528 5.71977
C -3.01950 -7.60911 5.75751
N -2.85086 -4.23642 8.41502
H -2.01395 -3.65370 8.44948
H -3.68786 -3.68469 8.60673
H -2.84844 -4.96406 9.13193
H -2.98562 -4.21884 4.99468
H -2.41212 -2.96292 6.06887
H -4.05234 -3.26987 6.05429
H -3.92408 -5.43770 7.14359
H -1.80830 -6.56188 7.77268
H -0.89788 -5.39792 6.87676
H -3.92218 -7.03816 5.99709
H -2.80663 -8.36894 6.51006
H -3.30563 -8.04052 4.80146
C 4.75418 9.74036 -1.96893
C 3.61312 9.10456 -2.74097
C 3.44262 7.59876 -2.59338
C 2.52768 7.03471 -3.65379
P 1.95367 5.32232 -3.35550
C 3.01647 4.38375 -2.24329
C 2.42205 3.00798 -1.93586
C 3.19560 2.17461 -0.93126
C 4.55843 1.72893 -1.45848
C 1.41992 4.54182 -4.91497
C 0.31203 5.25097 -5.73440
C -0.97909 4.47412 -5.53013
C -2.16373 5.11076 -6.28348
C 0.37452 5.55879 -2.44204
C 0.51222 6.21977 -1.06196
C -0.70004 5.98721 -0.15788
C -0.93079 4.53598 0.24998
H 4.64311 10.82289 -1.97665
H 5.69653 9.44061 -2.42570
H 4.70679 9.42314 -0.92499
H 3.70379 9.36503 -3.80382
H 2.65702 9.59927 -2.52040
H 3.22484 7.36063 -1.54837
H 4.46412 7.19586 -2.65672
H 2.91073 7.08798 -4.67376
H 1.60607 7.62580 -3.63965
H 3.28217 4.99525 -1.37838
H 3.99485 4.28981 -2.73351
H 2.30940 2.42031 -2.85022
H 1.40273 3.14618 -1.56421
H 2.64543 1.24396 -0.77533
H 3.21919 2.62852 0.06099
H 4.89784 0.88296 -0.84766
H 5.38555 2.42306 -1.30265
H 4.45630 1.29365 -2.45283
H 1.25488 3.47201 -4.77218
H 2.34377 4.54148 -5.51090
H 0.67140 5.27661 -6.76307
H 0.16803 6.30057 -5.46344
H -1.31158 4.54303 -4.49207
H -0.89749 3.42376 -5.80271
H -3.04983 4.48451 -6.37918
H -1.84369 5.33749 -7.30546
H -2.50193 6.04405 -5.82924
H -0.24194 4.65970 -2.43452
H -0.18340 6.24672 -3.08822
H 0.54601 7.30540 -1.17639
H 1.39185 5.85188 -0.52935
H -1.61796 6.37835 -0.60905
H -0.56037 6.52796 0.78282
H -0.06210 4.22119 0.82470
H -1.00746 3.93124 -0.65616
H -1.86097 4.42610 0.80159
N 0.22634 -5.97644 -1.64709
S 1.10983 -5.70785 -2.99544
O 1.07788 -6.76011 -3.96422
O 2.27862 -4.89379 -2.91450
F 0.03733 -4.68496 -3.61468
S 1.36037 -6.58297 -0.77430
O 1.74811 -5.63664 0.24086
O 2.22953 -7.57834 -1.31212
F 0.41548 -7.52010 0.16068
N 1.72683 0.51665 2.86755
S 1.16893 2.07734 2.72482
O 2.16478 3.09694 2.70430
O -0.11561 2.30487 3.30986
F 0.83666 1.91468 1.16979
S 1.89035 0.39887 4.40307
O 0.66135 0.12493 5.08892
O 2.86987 1.24592 5.00730
F 2.61054 -1.04036 4.39898
N 0.64567 -0.28446 -2.13987
S 0.78231 -0.91176 -3.56034
O 1.44907 -0.11939 -4.55052
O -0.34334 -1.68401 -4.01015
F 1.87680 -2.00932 -3.18381
S -0.60498 0.81219 -2.46854
O -1.94562 0.32829 -2.35629
O -0.24911 1.92501 -3.28834
F -0.49754 1.44342 -0.98792
N -3.80029 -5.82862 0.24866
S -5.32016 -5.47834 0.47111
O -5.59282 -4.21121 1.10322
O -6.22069 -6.58099 0.59203
F -5.56811 -5.02519 -1.05942
S -3.46692 -6.36755 1.78297
O -3.49731 -7.79149 1.87187
O -3.79908 -5.52357 2.90022
F -1.87064 -6.16341 1.78571
```

For the LUMO energy, the calculation gives -1.81 eV. The value obtained for the energy relative to the best compared isomer or geometry (same formula, charge and spin) is 0.0 kcal per mole. The value obtained for the total energy is -7248.51511 a.u. The highest occupied orbital energy is -9.2 eV. For the gap between HOMO and LUMO, the calculation gives 7.436 eV.



Entry from the Open Molecules 2025 dataset: a structure of composition C28H72IN27O18S in a non-equilibrium geometry (wB97M-V/def2-TZVPD).

XYZ file:
```
147
C28H72IN27O18S, DFT wB97M-V/def2-TZVPD
C -1.26719 -0.20818 -4.93763
C -0.31971 -0.58793 -4.04393
C 0.05417 -2.02958 -3.81220
C -0.02718 -2.44608 -2.34417
O -1.07166 -3.46244 -2.04803
S -0.89064 -3.74542 -0.49280
O -1.70074 -2.90860 0.32296
O -1.04283 -5.14208 -0.29187
O 0.64386 -3.30739 -0.33010
C 1.15945 -3.07147 -1.64165
I 1.38518 -5.11511 -2.57104
C 2.56339 -2.50928 -1.75442
C 2.65803 -0.98254 -1.84198
C 4.12768 -0.57652 -1.93809
N 4.56602 -0.75119 -3.33433
C 6.03320 -0.81036 -3.44631
C 6.50033 -2.24643 -3.56214
C 7.15258 -2.86653 -2.49991
C 7.53069 -4.20082 -2.61163
C 7.26503 -4.89377 -3.78088
C 6.64215 -4.28171 -4.85830
C 6.26123 -2.95487 -4.74047
O 5.60377 -2.31300 -5.78035
H -1.05829 0.46565 -5.76097
H -2.26839 -0.62558 -4.84819
H 0.19451 0.13054 -3.40477
H -0.57548 -2.66878 -4.43007
H 1.09078 -2.12937 -4.13981
H -0.39879 -1.59770 -1.75805
H 3.06239 -3.00787 -2.57687
H 3.09734 -2.80720 -0.84823
H 2.19346 -0.59758 -2.75048
H 2.21169 -0.51331 -0.96355
H 4.25984 0.47726 -1.69484
H 4.74691 -1.19330 -1.27121
H 4.20565 -1.64590 -3.64231
H 6.35000 -0.27711 -4.34535
H 6.52346 -0.33601 -2.59849
H 7.35298 -2.29811 -1.60192
H 8.01116 -4.68920 -1.77483
H 7.55964 -5.93395 -3.84434
H 6.43383 -4.80347 -5.78312
H 6.23742 -1.97191 -6.41828
C -1.87584 0.74814 2.48427
O -1.98192 1.94800 2.69016
N -2.28386 0.15953 1.32209
N -1.33523 -0.12031 3.38561
H -2.18731 -0.82615 1.16179
H -2.68069 0.74295 0.60988
H -1.00421 0.24754 4.25957
H -1.24818 -1.10339 3.21554
C -2.85131 6.33500 1.74985
O -2.91521 7.29914 0.98847
N -3.28251 6.38774 3.04557
N -2.33767 5.15150 1.33999
H -3.23667 5.60401 3.66876
H -3.66851 7.25217 3.37581
H -2.00512 5.10181 0.38706
H -2.26261 4.33615 1.92645
C 1.39068 -2.39921 4.85283
O 1.25045 -1.20962 5.08111
N 1.03667 -2.96556 3.65530
N 1.92117 -3.26461 5.76691
H 1.14916 -3.94016 3.44523
H 0.66303 -2.35659 2.95261
H 2.19424 -2.88313 6.65267
H 2.04880 -4.24369 5.59494
C -0.12999 6.60868 -1.52844
O -0.68442 5.51510 -1.45454
N 1.21066 6.74859 -1.70771
N -0.82611 7.77894 -1.42992
H 1.67197 7.64563 -1.76705
H 1.75186 5.90885 -1.78173
H -1.81650 7.70255 -1.27659
H -0.39861 8.68339 -1.47259
C -6.39984 0.72539 4.29566
O -7.27391 0.28346 5.03260
N -6.66021 1.61680 3.30484
N -5.08984 0.34190 4.42789
H -5.95845 1.98986 2.69467
H -7.62349 1.90343 3.20476
H -4.87780 -0.31020 5.15797
H -4.34930 0.68521 3.84416
C -6.84379 8.42940 1.80866
O -7.37102 7.33275 1.82993
N -5.50260 8.60329 1.62629
N -7.56863 9.58741 1.96884
H -5.05863 9.50077 1.60556
H -4.93047 7.78363 1.50150
H -8.55673 9.49239 2.10486
H -7.16164 10.50210 1.95524
C -10.56317 1.55544 2.93051
O -9.51819 2.18285 2.84138
N -11.59736 1.72815 2.06067
N -10.74884 0.63136 3.91648
H -12.45997 1.22099 2.10837
H -11.48517 2.40602 1.32949
H -9.98440 0.49016 4.55728
H -11.58815 0.09567 4.02321
C 8.11611 -6.36487 1.33171
O 8.06300 -5.28842 0.75599
N 7.43279 -6.62060 2.47782
N 8.87963 -7.40192 0.85787
H 7.46494 -7.49807 2.95840
H 6.84833 -5.89067 2.84069
H 9.39604 -7.24332 0.01410
H 8.94075 -8.29434 1.30800
C 3.47019 -6.10876 1.63716
O 4.42168 -6.39648 2.35023
N 2.55298 -7.02598 1.22202
N 3.25124 -4.82593 1.20639
H 1.75737 -6.81386 0.64223
H 2.68354 -7.97176 1.52550
H 3.90493 -4.12266 1.49473
H 2.47678 -4.57004 0.62544
C 8.88563 -0.11139 0.17115
O 8.17261 -0.18736 -0.81599
N 8.51791 -0.62644 1.38056
N 10.11086 0.49393 0.13890
H 9.09031 -0.57845 2.20099
H 7.62748 -1.08385 1.43334
H 10.40781 0.87922 -0.73742
H 10.71439 0.56668 0.93483
C 2.92309 10.32370 -2.18576
O 2.80893 9.10685 -2.22480
N 3.54288 10.96195 -1.15296
N 2.43818 11.12817 -3.17455
H 3.64880 11.95668 -1.09938
H 3.90743 10.39082 -0.41361
H 1.97952 10.68060 -3.94609
H 2.51927 12.12667 -3.16674
C -12.05794 1.62390 -1.70351
O -12.86517 1.83400 -0.81341
N -12.40972 1.64283 -3.02539
N -10.74253 1.35340 -1.45111
H -11.76497 1.47436 -3.77299
H -13.36852 1.83974 -3.24075
H -10.45039 1.32755 -0.49055
H -10.06547 1.18119 -2.16877
C -1.08751 -8.50166 0.28607
O 0.00498 -8.00045 0.50822
N -2.17475 -7.77854 -0.11012
N -1.30182 -9.84888 0.42028
H -3.06835 -8.19160 -0.29393
H -2.05651 -6.78378 -0.22014
H -0.52386 -10.41022 0.70968
H -2.18438 -10.28901 0.24594
```

For the LUMO energy, the calculation gives -0.24 eV. The value obtained for the total energy is -4639.19062 a.u. The highest occupied orbital energy is -8.4 eV. For the gap between HOMO and LUMO, the calculation gives 8.172 eV.



Entry from the Open Molecules 2025 dataset: a cluster of 4 separate species, C28H73BFN10O8P3S in total in a non-equilibrium geometry (wB97M-V/def2-TZVPD).

XYZ file:
```
125
C28H73BFN10O8P3S, DFT wB97M-V/def2-TZVPD
H -3.62692 1.23207 3.48424
N -4.38579 1.61615 2.91652
C -3.95648 1.95465 1.77438
C -2.52181 1.85267 1.29978
C -1.68729 3.07326 1.77504
C -1.45050 2.95432 3.30849
S 0.11176 3.52486 3.99822
O -0.12693 4.75326 4.69358
O 0.60342 2.46141 4.82295
O 1.16502 3.71400 2.83108
C 0.63880 4.12533 1.52768
C 0.05290 5.55018 1.59014
C -0.91595 5.92415 0.46477
F -2.17130 6.22107 0.99602
B 1.85352 4.10178 0.46624
O 1.82362 5.09100 -0.47872
C 2.98231 3.01596 0.43621
C 3.90632 3.06573 1.66724
C -0.34035 3.03328 1.06003
O 0.26356 1.75732 1.15324
H -4.69286 2.34037 1.06674
H -2.47084 1.76232 0.21435
H -2.12327 0.92857 1.72296
H -2.27965 3.95205 1.52767
H -1.49798 1.90142 3.57548
H -2.24056 3.48664 3.83154
H -0.43081 5.77546 2.54009
H 0.89233 6.23954 1.51174
H -1.00642 5.18110 -0.32549
H -0.57317 6.84067 -0.01366
H 2.70263 5.27140 -0.82668
H 2.59484 2.00480 0.31664
H 3.60561 3.18120 -0.45299
H 3.50168 2.37803 2.41139
H 4.90520 2.71101 1.42522
H 3.91159 4.04302 2.15085
H -0.49869 3.17522 -0.01214
H 0.37704 1.50614 2.07860
C 0.05412 -3.79658 1.74651
N -0.59741 -4.02358 0.47600
C -1.63613 -5.04152 0.50388
P -0.61460 -3.02916 -0.90277
O -1.91948 -2.32138 -0.85397
N 0.42517 -1.65234 -0.85001
C 1.51494 -1.46092 0.08486
C -0.24646 -0.38305 -1.12361
N 0.42754 -3.96039 -1.81087
C 1.25552 -5.04934 -1.32661
C 0.78054 -3.46093 -3.13552
H 0.46526 -4.73925 2.12588
H -0.63355 -3.39920 2.50397
H 0.89558 -3.11973 1.66869
H -1.40179 -5.87705 -0.16952
H -2.60779 -4.63561 0.20645
H -1.74556 -5.45002 1.50762
H 1.16388 -1.20570 1.09269
H 2.15249 -0.64048 -0.25490
H 2.16519 -2.33723 0.13919
H -0.78348 -0.00780 -0.24945
H -0.95099 -0.48661 -1.94345
H 0.48396 0.37328 -1.42566
H 2.04379 -4.70058 -0.65289
H 1.73470 -5.54097 -2.17452
H 0.67681 -5.81661 -0.81655
H 1.71411 -2.88965 -3.10962
H -0.00228 -2.80875 -3.52268
H 0.88824 -4.28463 -3.84405
C 7.10813 -2.24829 -1.65120
N 6.35293 -1.05235 -1.94044
C 4.93456 -1.27659 -2.15580
P 6.78853 0.58923 -1.67091
O 6.10080 0.82493 -0.36174
N 8.41114 0.87468 -1.16922
C 9.49046 -0.08428 -1.27937
C 8.57478 1.66550 0.04866
N 7.10175 0.88033 -3.28800
C 7.24029 -0.10962 -4.34141
C 7.58449 2.21378 -3.64130
H 6.96285 -2.98317 -2.45313
H 6.80568 -2.71716 -0.70540
H 8.17555 -2.06861 -1.60916
H 4.62387 -0.97132 -3.16603
H 4.32283 -0.72226 -1.43752
H 4.69099 -2.33327 -2.04406
H 9.42332 -0.87640 -0.52385
H 10.44813 0.42351 -1.13923
H 9.53814 -0.53434 -2.27303
H 8.43666 1.06936 0.95849
H 7.86846 2.49007 0.07760
H 9.57953 2.09509 0.06369
H 8.13342 -0.72635 -4.21036
H 7.32327 0.39942 -5.30296
H 6.37431 -0.76297 -4.41606
H 8.67719 2.24200 -3.68498
H 7.25766 2.94969 -2.90673
H 7.18362 2.52861 -4.60665
C -7.08145 -2.91361 -1.35958
N -6.49000 -1.82518 -0.61964
C -5.11332 -1.51363 -0.97349
P -7.24469 -0.60977 0.29801
O -7.24414 0.58994 -0.57663
N -8.94019 -0.79544 0.56497
C -9.67101 -2.02907 0.36720
C -9.77812 0.34302 0.19860
N -6.81287 -1.22100 1.78721
C -6.26959 -2.53941 2.05005
C -7.29051 -0.50398 2.96458
H -6.46252 -3.81307 -1.25451
H -7.17352 -2.69162 -2.43085
H -8.06214 -3.18659 -0.98807
H -4.44025 -1.64385 -0.11779
H -5.02015 -0.47977 -1.31980
H -4.74352 -2.15625 -1.77023
H -9.84053 -2.25239 -0.69382
H -10.65070 -1.95718 0.84736
H -9.17221 -2.87810 0.83980
H -9.99106 0.38199 -0.87704
H -9.30788 1.27963 0.48152
H -10.72684 0.27567 0.73776
H -6.99798 -3.33398 1.86044
H -5.97348 -2.60285 3.09844
H -5.37350 -2.74300 1.46629
H -8.22371 -0.93511 3.34183
H -7.47139 0.54425 2.72940
H -6.54302 -0.52446 3.75954
```

For the LUMO energy, the calculation gives 0.18 eV. The value obtained for the total energy is -3807.07024 a.u. The highest occupied orbital energy is -8.0 eV. Its SMILES is [H]/N=C\C[C@H]1CS(=O)(=O)O[C@@](CCF)(B(O)CC)[C@H]1O.CN(C)P(=O)(N(C)C)N(C)C.CN(C)P(=O)(N(C)C)N(C)C.CN(C)P(=O)(N(C)C)N(C)C. For the gap between HOMO and LUMO, the calculation gives 8.145 eV.